(1)
Density functional theory data (ωB97M-V/def2-TZVPD) for C12H36KO16P4 as an isolated structure at a distorted geometry.

The geometry in XYZ format:
```
69
C12H36KO16P4, DFT ωB97M-V/def2-TZVPD
K 1.36233 0.25185 -0.20419
P -1.68820 0.73099 -2.77463
P 0.89048 3.93590 1.33418
P -1.58493 -1.69233 1.52702
P 3.32274 -3.43414 0.17531
O -2.33993 -1.34624 2.95184
O -2.34028 1.83983 -1.78730
O 4.26287 -3.86665 -1.12604
O -1.91810 1.31643 -4.27251
O -0.44328 -2.81221 1.93416
O 2.32959 -2.36365 -0.05904
O 1.86202 4.87897 2.25718
O 4.42190 -3.26031 1.37733
O 0.13057 4.96821 0.38536
O 2.58815 -4.85432 0.51021
O 1.68485 2.87178 0.60672
O -0.16529 3.44135 2.48393
O -1.06578 -0.52692 0.73873
O -0.25780 0.43004 -2.46686
O -2.73969 -0.49844 -2.70598
O -2.68953 -2.56326 0.64124
C -1.67344 3.06179 -1.61666
C 4.89912 -2.03522 1.71978
C -3.71839 -1.15117 3.12546
C 1.49704 -5.34026 -0.23105
C 1.34252 6.02570 2.98897
C -1.93526 0.49766 -5.39783
C -1.09875 2.39786 2.21354
C -4.17797 -0.33462 -2.44331
C -2.29635 -3.21977 -0.60850
C 0.46784 -2.57208 3.01292
C 4.70439 -2.95860 -2.07237
C 0.94250 5.61039 -0.55943
H 1.36377 -4.79741 -1.16681
H -2.43115 3.72793 -1.20407
H -4.37245 -0.88010 -1.51987
H -2.41791 -4.30198 -0.56224
H -1.03486 1.73480 3.07631
H 1.47140 -2.54877 2.58818
H 0.60383 -5.41751 0.38889
H 0.26168 -1.61524 3.49256
H -4.89698 -0.77884 -3.13163
H -3.87853 -0.17262 3.57813
H -0.96254 1.91264 1.24705
H -1.29647 -2.91504 -0.91752
H 4.77740 -1.30052 0.92385
H -4.28390 -1.02430 2.20231
H 5.94448 -1.99332 2.02565
H -2.84740 0.66287 -5.97126
H 5.78850 -3.04264 -1.99649
H -1.20425 0.85217 -6.12449
H 1.90007 -6.29795 -0.56042
H -1.36466 3.40797 -2.60303
H -1.87053 -0.58130 -5.25734
H 0.26435 6.17249 2.92501
H 4.29697 -1.68024 2.55614
H -2.97324 -2.86554 -1.38595
H 2.01519 5.42787 -0.49529
H -0.81600 2.99399 -0.94712
H 4.43842 -1.90820 -1.95396
H 0.64176 5.31440 -1.56444
H 0.82764 6.68735 -0.43660
H 1.53285 5.92419 4.05741
H 0.36789 -3.34357 3.77640
H -2.12194 2.77124 2.25577
H -4.44989 0.71090 -2.29821
H -4.18227 -1.90952 3.75619
H 4.50281 -3.30348 -3.08653
H 1.82999 6.94875 2.67522
```

As for the HOMO-LUMO gap (alpha / beta): 0.3442 / 0.0762 Eh. The largest force on an atom is 4.9 eV/A. The energy above the lowest of the compared OMol25 structures with the same formula, charge and spin comes out at 0.0 kcal per mole. Its spin multiplicity is 2. For the lowest unoccupied orbital energy (alpha / beta), the calculation gives -5.378 / -12.670 eV. Its net charge is +2. The total energy is -3647.73915 hartree. Its expectation value of S² is 0.76. The calculation puts the HOMO energy (alpha / beta) at -14.7 / -14.7 eV.

(2)
Density functional theory data (ωB97M-V/def2-TZVPD) for a 4-piece molecular cluster, C12H36N3O4 overall at a distorted geometry.

The geometry in XYZ format:
```
55
C12H36N3O4, DFT ωB97M-V/def2-TZVPD
O 3.66442 -2.41975 -0.71308
O -0.38885 0.06412 -0.65783
O -2.22822 1.33700 -2.15663
O 2.30653 2.56643 3.43921
N -2.83911 -1.15442 -0.35194
N 0.97585 -1.61174 0.75439
N 0.31705 1.58301 1.55771
C 1.15945 2.65498 1.23048
C -3.49780 0.67411 -1.88755
C 2.97333 3.20368 4.50549
C -0.20883 -3.36035 -0.47829
C 0.37906 3.72913 0.31283
C 1.28701 -2.85925 -0.03094
C -3.41089 -0.90430 -1.63921
C -1.97673 1.42524 -3.49563
C -4.80524 -1.55601 -1.68580
C 4.48905 -3.36793 -0.04670
C 1.69147 3.49230 2.45876
C 2.34156 -2.68115 -1.13075
H -0.31018 2.12841 2.13149
H -1.32818 -0.04708 -0.49388
H 0.98362 -1.87453 1.72956
H 5.50357 -2.97088 -0.08167
H -0.06611 -4.01648 -1.33692
H 4.26402 -3.28611 1.01667
H 4.47719 -4.41162 -0.36081
H 2.21277 3.68687 5.11881
H 2.45746 -3.46745 -1.87667
H 1.56881 -3.63401 0.68212
H -5.07680 -1.58945 -2.74089
H 3.74454 3.88244 4.14129
H -2.85600 -1.49727 -2.36623
H 0.32997 3.22832 -0.65407
H -0.12623 0.64042 0.06364
H 0.81874 0.93509 2.14812
H -4.33105 0.81760 -2.57546
H 1.00489 4.07466 3.07323
H -0.66370 3.96681 0.52325
H 1.07053 4.57163 0.30104
H -3.05375 -2.11757 -0.13660
H -3.90353 1.10859 -0.97393
H 1.91306 -1.28895 0.94814
H -5.64583 -1.20735 -1.08584
H 0.10963 -0.73659 -0.47898
H -0.90440 1.45509 -3.68874
H -0.70747 -3.98708 0.26108
H 2.18198 -1.72540 -1.62992
H -2.53987 0.80099 -4.18938
H 1.99879 2.23406 0.67692
H 3.54984 2.54437 5.15437
H -0.87037 -2.54988 -0.78423
H -2.27377 2.46946 -3.59311
H 2.39679 4.28339 2.20420
H -4.75207 -2.60859 -1.40765
H -3.40603 -0.62702 0.29654
```

As for the HOMO-LUMO gap: 0.3765 Eh. The largest force on an atom is 4.6 eV/A. The energy above the lowest of the compared OMol25 structures with the same formula, charge and spin comes out at 81.8 kcal per mole. For the lowest unoccupied orbital energy, the calculation gives -2.052 eV. Its net charge is +1. The total energy is -943.64601 hartree. The calculation puts the HOMO energy at -12.3 eV.